Molecular formula: C82H184N8O18
Method: DFT, ωB97M-V/def2-TZVPD

The frontier orbital gap comes out at 7.7 eV. As for the LUMO energy: 0.2 eV. The value obtained for the strongest force on any atom is 5.12 eV/A. The total energy is -5026.44820 a.u.

Structure (ORCA input):
```
! RIJCOSX wB97M-V def2-TZVPD def2/J DEFGRID3
* xyz 0 1
C 4.87155 1.66333 0.69215
C 4.27958 0.91710 1.95503
O 2.88414 1.05673 1.87521
O 4.59971 0.96259 -0.54323
H 5.95577 1.75462 0.75719
H 4.50442 2.68603 0.60609
H 4.82363 1.13731 2.87352
H 4.45357 -0.14513 1.78331
H 2.51446 0.80658 1.02529
H 4.64888 1.60353 -1.25624
C 5.60362 4.55413 -3.63096
C 4.70023 3.79625 -2.62503
O 4.73980 2.42155 -2.83088
O 5.15683 5.85120 -3.62844
H 5.62402 4.13566 -4.63723
H 6.56950 4.57576 -3.12626
H 3.65444 4.07659 -2.75085
H 4.89663 4.04429 -1.58196
H 4.28051 2.28459 -3.66268
H 5.56199 6.35422 -4.33866
C 4.60805 -4.28263 -2.45375
C 5.87120 -4.72917 -1.67623
O 5.50608 -5.81966 -0.89203
O 4.44432 -4.94263 -3.69000
H 4.82828 -3.22802 -2.61928
H 3.72079 -4.36897 -1.82652
H 6.24323 -3.92162 -1.04572
H 6.65300 -4.94049 -2.40576
H 5.39484 -6.64483 -1.36985
H 5.12570 -4.65867 -4.30375
C -0.13692 6.67080 -2.47810
C 1.18637 5.96055 -2.77170
O 2.19008 6.73387 -3.33033
O -0.83379 5.63291 -1.81236
H -0.75688 6.78786 -3.36694
H -0.02752 7.56149 -1.85940
H 1.00354 5.14780 -3.47462
H 1.81912 5.61216 -1.95539
H 2.95195 6.16299 -3.45380
H -0.69311 5.75774 -0.87096
C 1.44758 1.75910 5.05307
O 2.33505 0.92996 5.85066
H 0.39464 1.57530 5.26670
H 1.72909 2.81127 5.09523
H 1.60124 1.48606 4.00907
H 3.19135 1.09020 5.44732
C -2.07053 5.89466 1.94587
O -1.13764 6.23252 0.91762
H -2.90745 6.59284 1.93145
H -2.44879 4.88894 1.76265
H -1.56610 5.96656 2.90945
H -1.23066 7.17086 0.73743
C 3.25851 -3.34968 4.06125
C 4.75172 -3.89676 3.98306
C 5.74046 -2.81560 4.62605
C 5.67865 -2.84013 6.15561
C 5.88687 -4.28356 6.78399
C 4.95653 -5.38370 6.09218
N 5.03938 -5.18856 4.61214
O 4.33983 -6.20850 4.01993
C 5.55663 -6.76809 6.47245
C 3.50980 -5.24805 6.68050
C 5.12488 -3.93546 2.47208
H 3.22253 -2.78247 4.99135
H 2.63906 -4.24326 4.13807
H 3.00158 -2.71380 3.21406
H 6.71548 -3.08047 4.21705
H 5.38539 -1.79367 4.49313
H 4.69271 -2.45226 6.41173
H 6.34715 -2.12076 6.62860
H 5.78900 -4.25315 7.86917
H 6.92317 -4.49301 6.51881
H 5.41011 -6.92234 7.54148
H 4.94816 -7.55325 6.02367
H 6.57227 -6.87587 6.09172
H 2.74929 -5.52995 5.95232
H 3.38473 -5.81915 7.60044
H 3.22317 -4.23139 6.94949
H 6.11800 -4.37898 2.40073
H 5.08471 -2.94731 2.01379
H 4.44667 -4.61164 1.95160
H 5.07674 -6.75173 3.73103
C 0.41804 -7.92846 0.41211
C 0.67287 -6.42826 0.71287
C -0.39671 -5.70427 -0.12417
C -1.84331 -5.54577 0.50893
C -1.74211 -4.97498 1.88108
C -0.73755 -5.67879 2.79598
N 0.53760 -6.03795 2.12357
O 1.45311 -6.51210 2.94626
C -0.39144 -4.73801 3.99871
C -1.39014 -6.97246 3.34367
C 2.04863 -6.01017 0.12034
H -0.56646 -8.22215 0.77624
H 1.16216 -8.50981 0.95655
H 0.41683 -8.23651 -0.63345
H 0.08578 -4.80903 -0.51639
H -0.58806 -6.26815 -1.03715
H -2.28885 -6.51273 0.74256
H -2.48231 -5.02979 -0.20769
H -2.73216 -5.17520 2.29075
H -1.56755 -3.90024 1.83040
H -0.13636 -5.14873 4.97560
H 0.31750 -3.98363 3.65749
H -1.28376 -4.16447 4.24956
H -2.15469 -6.71424 4.07638
H -1.86473 -7.51056 2.52311
H -0.71119 -7.66415 3.84236
H 2.14528 -4.93658 0.28217
H 2.21830 -6.48384 -0.84658
H 2.89737 -6.31384 0.73313
H 2.02944 -5.75083 3.04578
C -4.65825 -0.83012 3.79264
C -4.49836 -0.24467 5.19027
C -2.99917 0.27172 5.35536
C -2.69065 1.63064 4.72457
C -3.61609 2.69792 5.25977
C -5.08727 2.29562 5.07329
N -5.35237 0.90688 5.57095
O -6.68211 0.53200 5.41211
C -5.88062 3.33562 5.95476
C -5.41456 2.55185 3.63645
C -4.59652 -1.46379 6.11239
H -3.96757 -1.58259 3.41203
H -4.66341 0.00929 3.09732
H -5.61252 -1.34948 3.70468
H -2.78338 0.23652 6.42321
H -2.27263 -0.48152 5.05063
H -2.71104 1.63119 3.63477
H -1.67227 1.97144 4.91130
H -3.40832 3.64732 4.76625
H -3.53742 2.78186 6.34367
H -5.74763 3.24345 7.03268
H -5.58107 4.35914 5.72941
H -6.94840 3.19667 5.78548
H -6.40935 2.23821 3.31999
H -5.46486 3.63122 3.49313
H -4.71684 2.15726 2.89781
H -4.51337 -1.22695 7.17309
H -3.86325 -2.23372 5.87238
H -5.60540 -1.85050 5.96847
H -6.77807 0.60959 4.46007
C -6.52430 0.29914 0.76643
C -7.04575 -0.23857 -0.57250
C -6.64471 0.70105 -1.71703
C -5.16771 0.57296 -2.10074
C -4.89574 -0.90587 -2.41819
C -5.22630 -1.88527 -1.26176
N -6.69753 -1.65774 -0.75618
O -6.99695 -2.45398 0.34430
C -5.21961 -3.30487 -1.78848
C -4.19246 -1.73908 -0.12149
C -8.61532 -0.09460 -0.59610
H -7.10979 1.12427 1.17197
H -5.49470 0.65375 0.81433
H -6.62288 -0.30720 1.66684
H -7.07478 0.29644 -2.63323
H -7.03616 1.70794 -1.57198
H -4.52013 0.91945 -1.29533
H -5.03573 1.19323 -2.98728
H -3.91432 -1.06373 -2.86537
H -5.42990 -1.23960 -3.30780
H -4.26119 -3.48347 -2.27594
H -5.20667 -4.00850 -0.95611
H -5.96934 -3.60523 -2.52045
H -4.30885 -0.80896 0.43479
H -4.35624 -2.48323 0.65793
H -3.18193 -1.85925 -0.51198
H -9.10271 -0.73288 -1.33310
H -8.95441 0.92192 -0.79557
H -8.97802 -0.46982 0.36086
H -7.55771 -3.11880 -0.06210
C 3.72174 5.63401 3.97326
C 2.44736 6.47634 3.75272
C 2.47692 7.82634 4.38178
C 3.40793 8.86027 3.80651
C 2.90931 9.09828 2.32937
C 2.97745 7.72354 1.53884
N 2.13171 6.73732 2.33529
O 1.81453 5.53711 1.60758
C 2.30726 7.91529 0.10798
C 4.47948 7.23385 1.29879
C 1.22564 5.81236 4.34897
H 4.54731 6.23318 4.35737
H 4.05758 5.34200 2.97826
H 3.54313 4.69298 4.49350
H 1.47561 8.23764 4.25403
H 2.70749 7.84636 5.44692
H 4.45059 8.56613 3.68630
H 3.50890 9.79879 4.35157
H 3.51813 9.92233 1.95734
H 1.86588 9.38765 2.20448
H 1.22942 7.75394 0.12605
H 2.60337 8.89987 -0.25403
H 2.64804 7.10285 -0.53382
H 5.14020 7.57293 2.09665
H 4.62426 6.19808 0.99170
H 4.97349 7.70371 0.44834
H 0.32527 6.42133 4.26788
H 1.38753 5.52892 5.38895
H 1.13984 4.83834 3.86730
H 0.93693 5.72383 1.26618
C 1.27201 -3.83984 -4.68449
C 0.10598 -4.77971 -5.07918
C -1.08965 -4.48800 -4.08697
C -1.80196 -3.15711 -4.38766
C -2.34190 -3.09510 -5.84687
C -1.12182 -3.36546 -6.89999
N -0.44383 -4.59662 -6.50088
O 0.51564 -4.97007 -7.35951
C -1.86147 -3.47460 -8.32203
C -0.25044 -2.11427 -6.95260
C 0.41957 -6.25867 -4.78556
H 1.95845 -3.66652 -5.51326
H 1.85322 -4.15676 -3.81856
H 0.92816 -2.86849 -4.32905
H -1.84742 -5.26121 -4.21356
H -0.64703 -4.37282 -3.09757
H -1.21718 -2.24258 -4.28875
H -2.54586 -2.87515 -3.64254
H -2.92738 -2.18134 -5.94856
H -3.06210 -3.91068 -5.91217
H -1.15732 -3.46014 -9.15393
H -2.37464 -4.43625 -8.32249
H -2.62215 -2.72812 -8.55058
H -0.82196 -1.25698 -7.30828
H 0.18991 -1.80327 -6.00524
H 0.61042 -2.22251 -7.61239
H 1.24762 -6.61838 -5.39632
H -0.49440 -6.84330 -4.89023
H 0.81479 -6.29716 -3.77045
H 1.26638 -4.38623 -7.22864
C -2.78985 1.26526 -7.66133
C -2.64189 2.72487 -7.25773
C -3.20995 3.03550 -5.86675
C -2.34604 2.58357 -4.69672
C -0.94079 3.29553 -4.89005
C -0.28355 3.01564 -6.28011
N -1.29075 3.26447 -7.37355
O -0.78046 3.02321 -8.63094
C 0.79872 4.14709 -6.39464
C 0.36889 1.58285 -6.29455
C -3.60782 3.59902 -8.12527
H -3.60031 0.84736 -7.06417
H -1.91863 0.63628 -7.47838
H -3.05350 1.19641 -8.71672
H -3.42712 4.09699 -5.74776
H -4.20450 2.59960 -5.77197
H -2.34244 1.49360 -4.68943
H -2.80395 2.95471 -3.77984
H -0.28008 2.86271 -4.13890
H -1.03788 4.35323 -4.64520
H 1.78937 3.83105 -6.06778
H 1.11553 4.49048 -7.37943
H 0.54828 5.10279 -5.93419
H 1.28742 1.60131 -5.70799
H -0.19833 0.78398 -5.81688
H 0.51738 1.14060 -7.27967
H -4.61273 3.18194 -8.05964
H -3.38664 3.56776 -9.19213
H -3.72198 4.62422 -7.77308
H -0.76509 3.85791 -9.10489
C 1.70358 -1.99552 0.11838
C 0.64551 -0.98442 -0.14698
C -0.15258 -1.00630 1.18141
C -1.18695 0.16767 1.32080
C -0.51797 1.50871 1.04116
C 0.23451 1.60862 -0.30770
N 1.12570 0.40714 -0.39401
O 1.99645 0.44612 -1.47471
C -0.83403 1.78487 -1.44898
C 1.10422 2.90095 -0.29522
C -0.15057 -1.51296 -1.39087
H 1.31426 -2.98710 0.34926
H 2.29972 -1.70899 0.98476
H 2.30481 -2.03359 -0.79001
H -0.67475 -1.96288 1.20087
H 0.53468 -0.91008 2.02196
H -1.74920 0.18830 2.25437
H -1.99849 -0.00685 0.61437
H 0.16539 1.68563 1.87172
H -1.29022 2.27552 1.10213
H -0.42340 1.55366 -2.43185
H -1.52749 0.95674 -1.30266
H -1.28527 2.77486 -1.51547
H 0.45133 3.76076 -0.44537
H 1.47098 3.12278 0.70696
H 1.86071 2.92713 -1.07952
H -1.16538 -1.11974 -1.33066
H -0.38058 -2.57837 -1.38104
H 0.16863 -1.25010 -2.39939
H 2.85563 0.63932 -1.09251
*
```